The following is a quantum chemistry calculation of one molecule with the formula C7H6O4 in a non-equilibrium geometry, from OMol25.

```
17
Properties=species:S:1:pos:R:3:forces:R:3
O -3.300 -0.267 0.337 -6.17 -5.76 3.44
C -2.448 0.333 -0.094 6.19 3.06 -1.53
C -1.001 0.105 -0.043 2.59 1.15 -0.73
C -0.441 -1.157 -0.125 1.19 0.32 1.79
O -1.253 -2.190 -0.070 -5.49 10.48 2.69
C 0.948 -1.337 0.045 -1.52 -5.51 -0.04
C 1.714 -0.257 0.145 5.85 -0.82 -1.42
O 3.196 -0.541 0.073 -4.94 -2.70 0.76
C 1.319 1.060 0.023 3.43 1.50 0.83
C -0.006 1.229 -0.042 -3.41 -1.96 0.26
O -0.413 2.474 -0.042 -4.70 2.88 0.96
H -2.733 1.222 -0.508 -0.38 3.50 -1.90
H -1.021 -2.948 -0.272 4.35 -11.11 -3.06
H 1.258 -2.599 0.149 -0.31 4.39 -0.40
H 3.493 0.306 0.061 2.12 3.77 -0.06
H 2.140 1.978 0.141 -2.63 -2.55 -0.46
H -1.450 2.590 0.219 3.83 -0.63 -1.12
```
Positions in Å, forces in eV/Å.

Computed properties:
2S+1 = 1
charge = 0
ΔE to the lowest compared entry with this formula, charge and spin = 104.0 kcal/mol
total energy = -571.1562 Ha
frontier orbital gap = 9.20 eV
SMILES = O=Cc1c(O)cc(O)cc1O

Löwdin atomic charge list, values in e, 4 entries: number 1, O, carries 0.160; number 2, C, carries -0.303; number 3, C, carries -0.011; number 4, C, carries -0.275